1.
This record from OMol25 describes a structure of composition C38H60BBeCaF6N4O18 at a distorted geometry. The level of theory is wB97M-V/def2-TZVPD.

Last column: Mulliken spin population.
Atoms and positions in Å:
C: 7.10745 -0.72496 4.93371  0.000
N: 6.40354 0.12935 3.88270  0.001
C: 6.98784 -0.32860 2.58716  0.001
C: 4.97994 -0.22969 4.02825  -0.007
O: 4.67927 -1.45141 3.93319  0.000
C: 3.79474 0.76561 4.36433  0.013
C: 3.06380 1.44774 3.12177  -0.035
C: 3.25831 3.07091 3.01111  -0.009
C: 4.66245 3.66677 3.44937  0.017
C: 5.88849 3.23536 2.53884  0.126
N: 7.21613 3.12755 3.20126  -0.001
O: 5.84024 3.02953 1.28441  0.223
C: 3.40956 0.81886 1.69111  0.000
C: 2.60544 -0.51294 1.27717  0.048
C: 1.91345 -0.25215 -0.14870  0.042
C: 3.71289 -1.65018 0.93797  -0.012
N: 1.72370 -1.09217 2.30399  0.242
O: 1.01926 -2.10629 1.88179  0.610
C: 0.84801 -0.13761 3.02271  0.042
C: -0.58812 0.15271 2.32895  0.036
C: 0.46328 -0.86478 4.43036  0.007
C: 1.46136 1.28705 3.37490  -0.008
H: 6.38176 -0.83976 5.81824  0.000
H: 7.20974 -1.78474 4.50067  0.000
H: 8.10364 -0.29000 5.25479  0.000
H: 8.12832 -0.35397 2.74257  0.000
H: 6.82966 0.42376 1.72953  0.000
H: 6.69191 -1.39230 2.30887  0.000
H: 3.01132 0.14627 4.93328  0.002
H: 4.19609 1.50400 5.14904  0.001
H: 2.47588 3.49268 3.74681  0.002
H: 2.99522 3.50344 1.99253  0.026
H: 4.59027 4.81452 3.33329  -0.028
H: 4.93233 3.51003 4.55008  0.002
H: 7.05958 2.70981 4.14232  -0.001
H: 7.44640 4.12086 3.42600  0.000
H: 3.10795 1.61072 0.90610  0.025
H: 4.54804 0.71839 1.55793  -0.007
H: 0.79188 0.00650 -0.06129  0.002
H: 2.45596 0.55639 -0.75538  -0.006
H: 1.96284 -1.21062 -0.79229  -0.006
H: 3.38340 -2.69071 1.24668  0.016
H: 4.71960 -1.45431 1.41940  -0.005
H: 3.90490 -1.69106 -0.19598  -0.001
H: -1.18707 0.72175 3.13118  0.000
H: -0.50373 0.89564 1.44966  -0.009
H: -1.19073 -0.78046 2.10516  -0.007
H: -0.36698 -1.63813 4.28466  -0.001
H: 1.38969 -1.35227 4.90738  0.000
H: 0.10763 -0.07027 5.17076  0.000
H: 0.97212 2.12298 2.74432  0.000
H: 1.30093 1.58451 4.47422  0.002
C: 3.41436 4.23287 -2.21393  0.100
C: 2.14726 3.61906 -1.70959  -0.008
O: 2.11459 3.04465 -0.61993  0.025
N: 1.01922 3.68694 -2.48177  0.000
C: 0.84995 4.30875 -3.78208  0.003
H: 4.20258 4.04012 -1.44286  -0.029
H: 3.72242 3.76368 -3.15127  -0.010
H: 3.29018 5.30863 -2.35379  -0.020
H: 0.21166 3.23259 -2.06594  0.005
H: 0.07070 5.06885 -3.69392  -0.001
H: 0.52432 3.54057 -4.48624  0.001
H: 1.76674 4.76754 -4.14426  -0.006
Ca: 0.40011 2.05962 -0.45377  -0.001
C: -5.59970 5.27488 -4.17590  0.000
O: -5.00653 6.43731 -4.74110  0.000
C: -4.12145 7.09447 -3.84074  0.000
C: -2.66609 6.72108 -4.10867  0.000
O: -2.42397 5.33282 -3.86422  0.000
C: -2.45196 4.55607 -5.06048  0.000
H: -5.98408 4.66009 -4.99142  0.000
H: -4.88488 4.68105 -3.60221  0.000
H: -6.43386 5.56456 -3.53041  0.000
H: -4.39779 6.88161 -2.80197  0.000
H: -4.24027 8.16987 -4.00402  0.000
H: -2.02978 7.28390 -3.42127  0.000
H: -2.37538 6.98919 -5.13070  0.000
H: -1.49816 4.65215 -5.58601  0.000
H: -3.26590 4.84995 -5.72529  0.000
H: -2.59532 3.50894 -4.77920  0.000
F: 1.76863 2.80816 -5.83698  0.001
B: 2.81855 -4.04472 -1.48242  -0.001
F: 3.79198 -3.01853 -1.73886  0.000
F: 3.12506 -4.69178 -0.24650  0.000
F: 1.51210 -3.44980 -1.39975  0.000
F: 2.84343 -5.00077 -2.54534  0.000
Be: 5.34106 4.16443 0.11094  0.598
C: -4.76816 -0.94982 1.58831  0.000
C: -5.84949 0.00063 1.98940  0.000
O: -5.14109 1.03506 2.65157  0.000
C: -3.91184 1.05654 2.07922  0.001
O: -3.13336 1.96487 2.18884  0.000
O: -3.66830 -0.07275 1.35800  0.000
F: -6.69759 -0.57358 2.87168  0.000
H: -4.51014 -1.65543 2.38261  0.000
H: -5.01993 -1.51192 0.68857  0.000
H: -6.41377 0.41968 1.15181  0.000
C: 2.49828 -11.13029 -2.00047  -0.152
C: 1.38934 -10.92796 -2.71910  -0.052
C: 0.87956 -9.55362 -2.99355  -0.099
O: -0.12508 -9.40846 -3.66890  -0.052
C: 1.61647 -8.42140 -2.42723  -0.145
C: 2.72535 -8.62401 -1.70451  -0.277
C: 3.25009 -9.99694 -1.45328  0.007
O: 4.27139 -10.14160 -0.80693  0.040
O: 3.41216 -7.58962 -1.17506  -0.228
O: 0.68173 -11.96687 -3.23001  -0.058
H: 2.87900 -12.12218 -1.79666  0.001
H: 1.22747 -7.42980 -2.61826  0.006
H: 4.16694 -7.99267 -0.70266  0.008
H: -0.06872 -11.56158 -3.70666  0.003
C: -11.31846 0.97494 -1.00336  0.000
C: -10.03964 0.74998 -1.31031  0.000
C: -9.10435 0.12058 -0.33442  0.000
O: -7.94279 -0.08671 -0.65951  0.000
C: -9.62247 -0.22280 0.99144  0.000
C: -10.90196 0.00500 1.30122  0.000
C: -11.84427 0.60950 0.31592  0.000
O: -13.00647 0.78556 0.62692  0.000
O: -11.39576 -0.30482 2.52461  0.000
O: -9.53559 1.08520 -2.52882  0.000
H: -12.00740 1.42878 -1.70318  0.000
H: -8.92961 -0.66267 1.69612  0.000
H: -12.33827 -0.04679 2.49801  0.000
H: -8.59699 0.82075 -2.50297  0.000
O: -1.09517 -9.06399 -6.69140  0.000
H: -1.01286 -8.86621 -5.74873  0.000
H: -1.85767 -8.54568 -6.97324  0.000

Atoms 1-3, force components in eV/Å:
C -0.85 -0.86 0.65
N -0.29 -0.19 0.47
C 1.31 0.26 -0.86

## Properties
Spin multiplicity   2
Orbital gap (alpha / beta)   1.26 / 3.10 eV
Total charge   +2



2.
This record from OMol25 describes the molecule C21H31N3O4. The level of theory is wB97M-V/def2-TZVPD.

Last column: Löwdin charge in e.
Atoms and positions in Å:
C: -6.93995 -1.69919 1.37805  -0.087
O: -5.87161 -1.94362 0.49942  -0.087
C: -5.11698 -0.88604 0.07719  -0.232
C: -5.31962 0.43152 0.46411  -0.015
C: -4.48670 1.43228 -0.01006  -0.057
C: -3.44972 1.14743 -0.88473  -0.218
C: -2.51433 2.23769 -1.35330  -0.128
N: -1.17780 2.23864 -0.77808  -0.122
C: -1.09792 2.42978 0.65128  -0.134
C: -1.42032 1.16463 1.45995  -0.130
N: -0.83275 -0.00144 0.83687  0.120
C: -0.35924 -0.10190 -0.41277  -0.496
O: 0.06058 -1.16059 -0.85561  0.035
C: -0.29119 1.18766 -1.22628  -0.211
C: 1.18224 1.68485 -1.24837  -0.013
C: 1.95068 1.38292 0.03141  -0.503
O: 2.09669 2.19419 0.92674  0.044
N: 2.47586 0.14276 0.07057  0.073
C: 3.18932 -0.36013 1.21975  -0.138
C: 4.65004 -0.70642 0.90294  -0.313
C: 4.77052 -1.83815 -0.12055  -0.138
C: 6.24972 -2.10418 -0.40776  -0.215
O: 6.90670 -0.95392 -0.88479  -0.134
C: 6.85246 0.10412 0.04467  -0.212
C: 5.41417 0.50758 0.37161  -0.133
C: -3.27481 -0.17331 -1.28664  0.002
C: -4.07512 -1.19498 -0.81148  -0.185
C: -3.85472 -2.61358 -1.23403  -0.024
H: -7.39252 -2.67126 1.56891  0.094
H: -6.59556 -1.27024 2.32531  0.096
H: -7.68733 -1.03584 0.93029  0.096
H: -6.12033 0.69475 1.13748  0.102
H: -4.65474 2.45078 0.31129  0.114
H: -2.39334 2.17711 -2.43923  0.128
H: -2.95270 3.21261 -1.11897  0.122
H: -0.07948 2.75074 0.88198  0.104
H: -1.78289 3.22819 0.94071  0.129
H: -2.50458 1.01869 1.53710  0.101
H: -1.01164 1.26484 2.47052  0.124
H: -0.88896 -0.87025 1.35175  0.157
H: -0.55830 0.93870 -2.25804  0.152
H: 1.69942 1.21331 -2.08399  0.124
H: 1.16431 2.76445 -1.39842  0.132
H: 2.20722 -0.52676 -0.63531  0.125
H: 3.15626 0.42946 1.97530  0.123
H: 2.67800 -1.24942 1.60452  0.128
H: 5.11671 -1.03383 1.84013  0.147
H: 4.29936 -2.74946 0.25070  0.121
H: 4.28351 -1.54655 -1.05219  0.119
H: 6.36706 -2.85839 -1.18883  0.124
H: 6.74405 -2.46282 0.51024  0.126
H: 7.39552 0.93131 -0.41676  0.124
H: 7.37186 -0.18953 0.97171  0.125
H: 5.41425 1.31309 1.10627  0.125
H: 4.92963 0.87109 -0.53599  0.121
H: -2.49407 -0.42274 -1.98957  0.120
H: -4.61619 -2.91480 -1.95315  0.089
H: -2.87427 -2.72914 -1.68845  0.080
H: -3.93646 -3.27670 -0.37545  0.082

Atoms 1-3, force components in eV/Å:
C -0.21 0.04 0.18
O 0.35 0.07 -0.30
C 0.14 0.08 -0.05

## Properties
Structure (SMILES)   COc1ccc(CN2CCNC(=O)[C@@H]2CC(=O)NCC2CCOCC2)cc1C
Orbital gap   8.91 eV
Total charge   0
Energy above the lowest of the compared OMol25 structures with the same formula, charge and spin   35.2 kcal per mole



3.
This record from OMol25 describes a structure of composition C19H30GdN at a distorted geometry. The level of theory is wB97M-V/def2-TZVPD.

Last column: Mulliken spin population.
Atoms and positions in Å:
C: -0.34922 -3.52910 -1.48273  -0.005
H: -0.80975 -4.50873 -1.25202  0.000
H: 0.26972 -3.71998 -2.39591  0.000
H: -1.16466 -2.88056 -1.85942  0.000
C: 0.61029 -3.01303 -0.36374  0.008
H: 1.12595 -2.08607 -0.71245  -0.022
H: 0.14771 -2.64538 0.58299  0.011
C: 1.65913 -4.13674 -0.17120  -0.004
H: 2.30672 -4.02381 0.71793  0.000
H: 1.21189 -5.15114 -0.16847  0.000
H: 2.29069 -4.14586 -1.07294  0.000
C: 1.39258 2.33146 -0.67440  0.089
C: 2.47476 1.39833 -0.53425  0.051
C: 2.31452 0.37710 -1.54220  0.086
C: 1.11832 0.67046 -2.25864  -0.015
C: 0.56180 1.87738 -1.74978  0.150
C: -0.64325 2.54776 -2.31150  -0.023
C: 0.70659 0.02145 -3.52668  0.007
C: 3.21201 -0.77188 -1.84519  -0.006
C: 3.33414 1.27470 0.66564  -0.024
C: 1.04680 3.44154 0.25406  0.011
Gd: 0.50426 0.25202 0.17250  6.622
H: -0.34769 0.20025 -3.74927  0.002
H: 1.29568 0.46344 -4.34215  -0.001
H: 0.89252 -1.05715 -3.52393  0.000
H: -1.19685 1.86810 -2.96921  0.004
H: -1.32483 2.94771 -1.54953  0.005
H: -0.31721 3.38408 -2.94363  0.015
H: 1.38481 3.26538 1.28212  0.003
H: 1.50581 4.38177 -0.07325  -0.006
H: -0.03196 3.63677 0.26796  0.004
H: 3.89106 0.33471 0.68286  0.001
H: 4.08511 2.06831 0.71883  0.006
H: 2.76854 1.34285 1.60652  0.018
H: 2.64519 -1.65216 -2.16872  0.005
H: 3.88706 -0.53339 -2.67948  0.004
H: 3.81780 -1.07457 -0.98736  -0.001
C: -4.83789 0.57043 4.32708  0.000
C: -3.67696 0.51741 3.37264  -0.003
C: -3.76295 -0.25202 2.20439  -0.003
C: -2.72653 -0.29913 1.28082  -0.007
N: -1.54766 0.37771 1.44508  0.027
C: -1.46308 1.13860 2.58430  -0.001
C: -2.47668 1.21461 3.53542  -0.007
H: -5.73299 0.93702 3.80463  0.000
H: -5.10622 -0.41007 4.75188  0.000
H: -4.63706 1.24919 5.16493  0.000
H: -4.67032 -0.82402 2.02604  0.000
H: -2.79267 -0.88405 0.35586  -0.001
H: -0.51512 1.68701 2.68039  -0.002
H: -2.32991 1.82126 4.42319  0.000

Atoms 1-3, force components in eV/Å:
C 0.07 0.11 -0.83
H 0.30 0.60 0.26
H -0.32 0.11 0.74

## Properties
Spin multiplicity   8
Orbital gap (alpha / beta)   8.56 / 5.80 eV
Total charge   +2



4.
This record from OMol25 describes the molecule C23H26N4O5S. The level of theory is wB97M-V/def2-TZVPD.

Last column: Löwdin charge in e.
Atoms and positions in Å:
C: 3.35533 0.60833 -9.02900  -0.089
O: 3.95011 0.49320 -7.76200  -0.069
C: 3.15476 0.61919 -6.66180  -0.206
C: 1.79151 0.85678 -6.68276  -0.019
C: 1.07154 0.96833 -5.50284  -0.034
C: 1.71087 0.84125 -4.27941  -0.219
N: 0.94010 0.96107 -3.11877  0.111
C: 1.32351 0.84444 -1.81623  -0.460
O: 2.45981 0.60487 -1.44884  0.071
C: 0.22634 1.03266 -0.84999  -0.354
S: -1.40327 1.43796 -1.36305  1.139
C: -1.93865 1.45918 0.27022  -0.527
N: -3.21078 1.72693 0.61465  0.084
C: -3.46373 1.71371 1.87718  -0.112
N: -2.55793 1.45821 2.84918  0.040
C: -2.99334 1.43066 4.23301  -0.022
C: -3.82383 0.15248 4.45778  -0.424
O: -4.94697 0.10367 3.98476  0.050
N: -3.27068 -0.85410 5.14643  -0.039
C: -1.92708 -0.87722 5.70376  -0.146
C: -1.45419 -2.31987 5.89971  -0.175
C: -1.88411 -3.14979 4.69516  -0.188
C: -3.41483 -3.25399 4.65444  -0.158
C: -4.05074 -2.05645 5.36970  -0.139
C: -1.21723 1.13258 2.57096  -0.334
O: -0.45921 0.85903 3.48546  0.052
C: -0.90958 1.16699 1.16269  -0.098
C: 0.33584 0.92219 0.51575  -0.208
C: 1.59265 0.59364 1.23758  -0.015
C: 3.08447 0.60286 -4.24220  0.058
C: 3.80855 0.49169 -5.41490  -0.190
O: 5.14632 0.26176 -5.47392  -0.059
C: 5.85298 0.13467 -4.26347  -0.076
H: 2.90059 1.59427 -9.17474  0.096
H: 2.59883 -0.16690 -9.19290  0.096
H: 4.16436 0.47717 -9.74590  0.094
H: 1.26761 0.95898 -7.61929  0.104
H: 0.00832 1.15453 -5.54358  0.109
H: -0.03705 1.15185 -3.29495  0.079
H: -4.47806 1.90375 2.19672  0.140
H: -2.11435 1.50592 4.87031  0.118
H: -3.65797 2.27974 4.41061  0.142
H: -1.91195 -0.34127 6.66199  0.131
H: -1.23496 -0.38687 5.01595  0.094
H: -0.36837 -2.31758 5.99588  0.116
H: -1.86863 -2.75110 6.81226  0.111
H: -1.43830 -4.14361 4.73620  0.108
H: -1.51817 -2.65921 3.79092  0.113
H: -3.75523 -3.28952 3.61939  0.111
H: -3.74982 -4.16758 5.14698  0.110
H: -4.10367 -2.23631 6.44774  0.128
H: -5.05916 -1.87163 4.99769  0.119
H: 1.98878 -0.35631 0.88385  0.093
H: 2.34990 1.34586 1.02440  0.094
H: 1.40868 0.54629 2.30618  0.068
H: 3.56123 0.50687 -3.28328  0.091
H: 5.78731 1.04636 -3.66137  0.100
H: 5.49160 -0.71290 -3.67279  0.100
H: 6.88994 -0.03772 -4.54751  0.094

Atoms 1-3, force components in eV/Å:
C -0.10 0.02 -0.17
O 0.07 -0.02 0.37
C 0.15 -0.03 0.03

## Properties
Structure (SMILES)   COc1ccc(NC(=O)c2sc3ncn(CC(=O)N4CCCCC4)c(=O)c3c2C)cc1OC
Orbital gap   7.54 eV
Total charge   0
Energy above the lowest of the compared OMol25 structures with the same formula, charge and spin   41.9 kcal per mole